(1)
Here is the molecule C6H15NO in a non-equilibrium geometry from OMol25. Energies are from ωB97M-V with the def2-TZVPD basis set.

Computed properties:
**SMILES**: CCC[C@@H](CO)NC
**Multiplicity**: 1
**Charge**: 0
**E_LUMO**: 0.896 eV
**HOMO**: -8.4 eV
**ΔE to the lowest compared entry with this formula, charge and spin**: 67.92 kcal per mole
**Total energy**: -10000.8119 eV

Geometry (Å):
O: 2.8351 0.2205 -0.1530
H: -1.0412 -0.4117 1.3255
C: -1.2776 2.0586 0.9497
H: -2.1711 -2.1020 0.9921
H: -0.8785 2.8516 1.5859
H: 1.4781 1.0612 -1.7138
H: 3.1122 -0.7078 -0.2537
H: 1.2791 -0.6779 -1.3430
C: -2.0947 -2.2799 -0.0907
H: 1.2373 0.9244 1.1229
N: -0.2581 1.7135 -0.0602
C: -0.8069 -1.5384 -0.6375
H: -3.1557 -2.1200 -0.4359
H: -0.0232 -2.2137 -1.0100
C: 1.5566 0.3113 -0.8827
C: -0.2246 -0.8011 0.6145
H: -1.7364 1.2772 1.5608
H: -0.5766 1.7336 -1.0283
C: 0.5358 0.5379 0.2262
H: 0.4376 -1.4816 1.1107
H: -1.8813 -3.3361 -0.1399
H: -2.1532 2.4935 0.4605
H: -1.0169 -0.9613 -1.5566

Cartesian forces, eV/Å:
-0.4299 -0.7127 -1.7847
1.2028 -1.2427 -1.0399
-0.2321 0.9431 -0.9238
0.0894 0.0688 -0.3087
0.0014 -0.2315 0.2794
0.7375 -0.2805 1.0191
0.0994 0.7012 0.0639
0.8408 0.8993 0.1634
0.0168 -0.4164 0.3269
-1.6905 -1.2962 -1.5056
-1.1153 -0.5029 0.0161
-1.2139 0.0917 0.8106
1.4247 0.2446 -0.4548
-0.5295 -0.3928 0.3601
-0.2248 -1.2075 0.4790
-0.8499 3.0170 -1.0347
0.5666 -0.2487 -0.0525
-0.3522 -0.1040 0.5411
1.6522 0.8495 2.1088
0.3111 -0.2355 0.5714
-0.3235 -0.5728 -0.2263
0.1576 0.1510 -0.1924
-0.1389 0.4780 0.7837

Atomic partial charges in e from the natural (NBO) method, atoms 1 to 6: number 1, O, carries -0.725; number 2, H, carries 0.205; number 3, C, carries -0.422; number 4, H, carries 0.203; number 5, H, carries 0.193; number 6, H, carries 0.183

(2)
Here is a structure of composition C2HI2N3 in a non-equilibrium geometry from OMol25. Energies are from ωB97M-V with the def2-TZVPD basis set.

Computed properties:
**Multiplicity**: 1
**Charge**: 0
**E_LUMO**: -1.108 eV
**HOMO**: -9.0 eV
**ΔE to the lowest compared entry with this formula, charge and spin**: 48.53 kcal per mole
**Total energy**: -22757.7722 eV

Geometry (Å):
N: 2.5514 0.6871 0.0073
C: 1.9177 0.0280 0.7366
N: -2.3669 0.2421 0.5480
C: -1.3724 -0.3808 0.2355
I: 0.0492 -2.6735 -0.6710
H: 3.0373 1.4999 -0.2271
N: -0.3025 -0.9120 0.0082
I: -3.5138 1.5092 -0.6374

Cartesian forces, eV/Å:
-0.7926 -0.6824 0.6605
0.8337 -0.0058 0.2655
-0.9157 0.5824 0.2952
-0.0011 0.1539 -0.9606
0.2937 -1.7959 -0.6332
0.6902 0.9161 -0.6087
-0.9456 1.6204 0.5371
0.8374 -0.7888 0.4443

Atomic partial charges in e from the natural (NBO) method, atoms 1 to 6: number 1, N, carries -0.755; number 2, C, carries 0.317; number 3, N, carries -0.669; number 4, C, carries 0.612; number 5, I, carries 0.411; number 6, H, carries 0.433

(3)
Here is a cluster of 2 separate species, C4H10 in total in a non-equilibrium geometry from OMol25. Energies are from ωB97M-V with the def2-TZVPD basis set.

Computed properties:
**SMILES**: C=C.CC
**Multiplicity**: 1
**Charge**: 0
**E_LUMO**: 1.097 eV
**HOMO**: -9.7 eV
**ΔE to the lowest compared entry with this formula, charge and spin**: 55.50 kcal per mole
**Total energy**: -4307.9550 eV

Geometry (Å):
H: 0.3491 0.7222 -5.3343
C: -1.7080 -0.2414 3.9138
H: -0.8869 -0.3193 1.7856
C: 0.8288 0.4923 -4.3947
C: -0.5983 -0.4521 2.8012
H: -2.4120 0.6505 3.8207
C: 2.1492 0.5063 -4.5107
H: 2.7108 -0.1453 -3.8178
H: -1.1008 -0.0509 4.8885
H: 2.6337 1.0309 -5.4014
H: -2.3209 -1.1192 3.8347
H: 0.4005 0.4219 -3.3694
H: 0.3273 0.0143 2.9839
H: -0.3725 -1.5104 2.8000

Cartesian forces, eV/Å:
-1.1007 0.7015 0.5595
1.6337 1.9499 0.0215
-0.5580 0.7381 -0.7657
0.5117 0.7465 0.4027
-1.5104 -0.9630 0.9106
1.1694 -0.9617 -0.2701
0.9816 -0.4527 -0.7310
0.3619 1.3692 -0.0109
-1.5569 -0.9151 -1.3508
-0.4730 -1.5046 1.1089
-0.2967 -0.4158 0.8700
-0.2816 -0.8599 -1.3284
0.9389 1.0123 0.2754
0.1801 -0.4447 0.3085

Atomic partial charges in e from the natural (NBO) method, atoms 1 to 6: number 1, H, carries 0.200; number 2, C, carries -0.616; number 3, H, carries 0.203; number 4, C, carries -0.414; number 5, C, carries -0.609; number 6, H, carries 0.205

(4)
Here is the molecule C18H25NO3 in a non-equilibrium geometry from OMol25. Energies are from ωB97M-V with the def2-TZVPD basis set.

Computed properties:
**SMILES**: C[C@H]1CC[C@@H]2[C@H](C(=O)C3=C(O)[C@@H](C)NC3=O)[C@H](C)C=C[C@@H]2C1
**Multiplicity**: 1
**Charge**: 0
**E_LUMO**: 0.128 eV
**HOMO**: -8.7 eV
**ΔE to the lowest compared entry with this formula, charge and spin**: 50.75 kcal per mole
**Total energy**: -26704.2241 eV

Geometry (Å):
H: 1.4802 -3.3720 -1.1128
H: -1.4205 -2.6523 -4.3076
C: -2.2752 1.3054 2.2635
H: -0.7576 -4.2982 -4.1999
H: 1.0615 -0.8393 2.1322
H: -1.1465 -1.0855 3.1882
C: -0.5366 -0.1859 3.3076
H: 1.3985 2.1529 -1.3566
H: -3.0113 1.6569 4.7789
H: 3.3775 2.4532 0.0526
C: -0.4346 0.2495 0.8389
C: 0.7014 2.8221 0.4872
C: 2.7885 1.5129 0.0713
H: 3.2653 0.8757 -0.6922
C: 0.7556 -2.7260 -4.1928
O: 0.6958 0.7063 -3.7239
H: -1.8326 0.5892 5.5763
H: -2.0710 1.5588 0.1792
H: -0.7156 1.8864 3.7167
O: 1.8239 -1.4225 -0.2833
H: -2.8054 2.2362 2.4269
C: 0.4006 0.4966 -0.4409
C: -1.3783 1.4747 1.0262
N: 0.9024 -1.3537 -4.6355
C: 0.9540 -1.2595 -2.3655
H: -0.3565 0.7287 -1.2304
C: 1.3176 1.7469 -0.3462
C: 0.8650 -0.4877 -3.5450
C: 0.3868 -0.0121 2.1686
C: -0.5458 2.7379 1.0800
H: -2.9368 -0.1470 4.4788
C: -0.6265 -3.2950 -4.6461
H: 0.4216 -0.9699 -5.4566
H: -0.9004 3.6289 1.5696
O: 0.9542 -3.6536 -1.8872
H: 0.0889 -0.3637 4.1798
C: 0.8557 -2.6011 -2.7123
H: 1.5986 -3.2987 -4.6158
H: 1.2122 3.7915 0.6604
H: 0.9971 0.8689 2.3541
H: -1.0703 -0.6301 0.6678
C: -1.3937 1.0406 3.4900
H: 2.8681 1.0277 1.0401
H: -3.0235 0.4864 2.0821
H: -0.7092 -3.4527 -5.7041
C: -2.3815 0.7993 4.6580
C: 1.1583 -0.7273 -1.0200

Cartesian forces, eV/Å:
-0.3646 0.2115 0.0207
-0.2878 0.3052 0.1697
1.0764 -0.2194 -0.4181
-0.0542 0.4427 -0.0468
0.3865 -0.6512 -0.6190
-0.2021 -0.0114 -0.0807
-0.0811 -0.1505 0.5864
-0.1694 -0.0145 -0.1744
-0.6412 0.2708 0.2538
-0.5676 -0.3697 0.2169
0.6774 -0.4125 0.5107
-2.8613 0.6810 1.6354
0.1643 -0.1589 -0.7301
-0.0633 0.0352 0.4285
-1.0890 -0.4433 -1.4929
0.2815 0.2355 0.7706
0.0180 0.3086 0.2153
0.2452 -0.1519 -0.2278
-0.4939 -0.1281 -0.2316
0.6490 -0.6434 0.7638
-0.3889 0.1767 -0.0209
-0.2542 0.2332 -1.4115
-0.0133 -0.0061 -0.0396
-0.1272 0.5591 0.1926
-0.1416 -1.7336 0.5372
0.5045 0.0605 0.4686
0.7452 0.4094 0.0392
-0.8021 1.1256 -2.7731
-0.3226 0.9119 -1.8307
2.6589 -0.3776 -1.5545
-0.0658 0.7889 -0.1280
0.9847 -1.1411 1.0177
0.3330 -0.6135 0.4767
-0.3056 0.0624 0.3146
0.1848 0.3560 -0.8053
-0.1421 0.0349 0.4477
1.1052 1.7460 1.4378
-0.3922 -0.2560 0.4490
-0.0005 -0.8057 -0.4878
0.1384 0.1448 0.0139
0.0591 0.0184 0.0016
-1.5657 -0.6312 1.0668
0.1366 0.0168 0.0667
0.7091 0.6024 0.3566
0.2069 0.2384 -0.6280
1.1902 -0.9610 -0.1384
-1.0576 -0.0952 1.3806

Atomic partial charges in e from the natural (NBO) method, atoms 1 to 6: number 1, H, carries 0.526; number 2, H, carries 0.218; number 3, C, carries -0.388; number 4, H, carries 0.222; number 5, H, carries 0.225; number 6, H, carries 0.190